This record from the OMol25 dataset describes a 2-piece molecular cluster, C33H36Cl2FN2OSi overall at a distorted geometry. The level of theory is ωB97M-V/def2-TZVPD.

Computed properties:
Net charge: +1
E_tot in a.u.: -2773.295943
Gap between HOMO and LUMO in Ha: 0.129

Geometry as XYZ:
```
76
Properties=species:S:1:pos:R:3:forces:R:3
H 0.3402 2.6302 1.3356 0.066 -0.054 -0.162
H -4.6249 2.2678 0.0106 -0.096 -0.009 -0.239
C -2.2202 -3.7080 1.9604 -0.181 -0.287 -0.008
H 5.1809 3.1361 -7.7231 0.017 -0.008 -0.069
H 0.8093 3.3890 -0.8869 -0.053 -0.250 0.063
H -1.1243 2.6072 3.4091 0.066 0.098 0.126
C 0.9621 2.3131 -0.7340 0.006 -0.088 0.033
H 0.6093 -1.9024 2.1687 0.247 0.009 0.013
C 5.0516 2.7165 -6.7371 -0.205 -0.174 0.935
H 0.6998 -3.5055 -1.2465 0.043 -0.014 0.238
H -3.4183 -0.5714 1.8977 -0.136 0.026 -0.019
C 6.1479 2.6090 -5.8722 -0.690 0.023 -0.949
H 2.9361 2.3631 -6.9778 -0.148 -0.078 0.061
C -0.7994 0.3781 1.9566 -0.056 0.154 0.427
H 1.2126 -5.6238 -2.3335 0.069 -0.159 0.111
Cl 2.1179 1.1375 -4.5378 0.847 0.360 0.066
F 4.5052 1.4155 -2.9148 0.066 -0.366 0.072
N 4.7144 1.6858 -4.1949 0.306 1.369 -2.723
C -0.8746 -3.4234 2.0504 0.247 -0.094 0.016
H 1.9398 2.0724 -1.1722 -0.137 -0.092 0.057
C 3.6200 1.7746 -5.0635 -0.028 -0.842 1.764
H 0.1246 -2.0240 4.8759 0.000 -0.200 -0.044
C -0.1334 1.4688 -1.3998 -0.345 -0.502 0.291
H -0.8087 -0.5428 -3.0470 -0.095 0.195 -0.276
H -3.0862 0.5992 4.1895 -0.185 0.064 -0.037
C 0.9296 1.9161 0.7526 -0.296 0.076 0.071
C -3.8449 2.3556 0.7471 -0.080 -0.014 -0.197
H -4.1842 -2.8882 1.8458 -0.171 0.002 0.036
H -0.6228 1.5697 6.8708 -0.006 -0.063 0.150
C -3.8646 3.4097 1.6376 -0.254 0.179 0.026
H -0.1606 -4.2290 2.0993 0.159 -0.112 0.082
H -0.3382 -4.1338 -6.0073 -0.060 -0.043 -0.211
C -0.3575 1.7992 5.8424 0.045 -0.181 -0.534
C 0.4579 -5.0189 -4.2365 0.008 -0.258 -0.247
N -0.3033 0.2573 -0.5566 0.529 0.806 0.645
C -1.8844 1.4497 1.8056 0.364 -0.162 0.026
O -0.0943 0.5948 3.2009 -0.128 -0.101 -0.489
C -2.8489 1.3993 0.8125 0.024 -0.109 -0.233
H 1.3141 -0.8990 5.5390 0.223 -0.053 0.066
H -4.6426 4.1566 1.5875 -0.099 0.033 -0.019
Cl 7.3018 1.9213 -3.5409 -0.796 0.045 -0.247
H -1.0896 1.9993 -1.4469 0.109 0.098 -0.052
C -1.3392 -1.0597 1.9610 -0.237 0.309 -0.103
H -2.5604 -4.7319 1.9515 -0.028 -0.116 -0.024
H 0.1406 1.1817 -2.4194 -0.067 -0.066 0.130
C 5.9836 2.0952 -4.6177 -0.553 -0.662 1.655
C -0.4415 -1.3137 -2.3931 -0.030 0.525 0.728
H -2.8783 -0.0165 5.8276 -0.026 0.056 0.235
C 0.4442 -3.6400 -2.2827 -0.071 0.174 -0.178
C -0.1540 -2.5953 -2.9961 0.049 -0.499 -0.161
H 1.9309 1.9054 1.2008 -0.292 -0.136 -0.125
H -2.8847 4.3157 3.3012 0.051 0.160 0.103
C 3.7830 2.2980 -6.3147 0.993 0.272 -0.633
H -2.6916 -1.1012 4.4554 -0.108 -0.112 0.016
H 1.0265 -0.2275 0.9810 -0.105 0.048 0.179
H -2.8191 0.5964 0.0960 -0.112 -0.147 -0.142
C -0.4246 -2.7966 -4.3534 0.120 0.107 0.421
C 0.2524 0.5288 0.8083 0.361 -0.583 -0.299
H 0.6890 -5.9573 -4.7144 0.040 -0.120 -0.078
C 0.7443 -4.8349 -2.8978 -0.005 -0.027 0.084
C -0.2573 -1.0205 -1.0879 0.241 0.931 -0.793
H 7.1275 2.9186 -6.1947 0.159 -0.019 0.113
Si -0.6840 0.3034 4.7615 -0.114 -0.226 0.187
C -3.1295 -2.6739 1.9031 -0.152 -0.071 -0.056
H -0.1072 -1.3454 6.4910 -0.020 -0.060 0.181
H 0.6969 2.0577 5.8004 0.174 0.128 0.090
H -0.9390 2.6607 5.5267 -0.061 0.160 0.055
C -2.8803 3.5002 2.5971 0.033 0.139 0.082
C 0.2559 -1.1375 5.4886 -0.107 0.334 -0.329
C -2.5167 -0.0890 4.8066 0.375 0.024 -0.177
C -1.8994 2.5323 2.6687 0.186 -0.009 0.152
C -0.1240 -3.9958 -4.9610 0.046 -0.127 -0.139
H -0.0014 -1.8105 -0.4071 0.053 -0.002 0.384
H -0.8576 -1.9922 -4.9247 -0.180 0.159 -0.125
C -0.4417 -2.1124 2.0642 0.138 0.054 0.028
C -2.6925 -1.3644 1.9079 0.054 0.174 -0.083
```
Forces are in eV/Å.